{
  "formula": "C22H47BFO7",
  "method": "ωB97M-V/def2-TZVPD",
  "symbols": ["C", "C", "O", "B", "C", "C", "F", "H", "H", "H", "H", "H", "H", "H", "H", "H", "H", "H", "C", "C", "O", "C", "H", "H", "H", "H", "H", "H", "C", "C", "O", "C", "H", "H", "H", "H", "H", "H", "C", "C", "O", "C", "H", "H", "H", "H", "H", "H", "C", "C", "O", "C", "H", "H", "H", "H", "H", "H", "C", "C", "O", "C", "H", "H", "H", "H", "H", "H", "C", "C", "O", "C", "H", "H", "H", "H", "H", "H"],
  "positions_angstrom": [[2.348, -4.303, 2.215], [1.391, -3.148, 2.475], [0.350, -3.163, 1.553], [-0.897, -2.418, 1.964], [-1.862, -3.393, 2.901], [-1.896, -4.771, 2.337], [-2.715, -5.697, 3.092], [1.954, -5.263, 2.561], [2.517, -4.397, 1.138], [3.316, -4.147, 2.702], [1.936, -2.188, 2.422], [1.012, -3.218, 3.509], [-0.616, -1.396, 2.596], [-1.496, -2.110, 0.930], [-1.506, -3.434, 3.940], [-2.875, -2.974, 2.924], [-0.906, -5.229, 2.317], [-2.318, -4.788, 1.328], [-0.057, 0.895, -2.295], [0.117, 0.105, -1.012], [0.039, 0.641, 0.072], [0.394, -1.370, -1.156], [-0.254, 1.936, -2.057], [0.830, 0.820, -2.928], [-0.904, 0.494, -2.858], [1.298, -1.511, -1.758], [-0.427, -1.846, -1.697], [0.499, -1.835, -0.176], [-0.969, 3.597, 1.363], [-1.094, 3.630, 2.864], [-1.838, 2.912, 3.488], [-0.229, 4.666, 3.553], [-1.575, 2.802, 0.938], [-1.288, 4.573, 0.985], [0.066, 3.461, 1.065], [-0.467, 5.662, 3.174], [0.821, 4.490, 3.312], [-0.386, 4.624, 4.629], [-1.026, -8.390, 2.671], [-0.006, -9.055, 3.553], [1.179, -9.058, 3.313], [-0.556, -9.738, 4.789], [-0.538, -7.914, 1.822], [-1.740, -9.136, 2.314], [-1.593, -7.636, 3.220], [-1.282, -10.502, 4.501], [-1.091, -9.011, 5.403], [0.254, -10.187, 5.358], [-3.697, 3.712, -0.984], [-2.784, 4.576, -1.817], [-1.764, 4.146, -2.301], [-3.213, 6.012, -2.016], [-3.291, 2.707, -0.905], [-3.809, 4.137, 0.015], [-4.694, 3.682, -1.431], [-3.311, 6.507, -1.048], [-4.196, 6.047, -2.491], [-2.485, 6.537, -2.629], [2.233, 3.454, -1.015], [2.319, 4.873, -0.533], [1.908, 5.223, 0.552], [2.952, 5.862, -1.486], [1.766, 2.816, -0.268], [1.659, 3.409, -1.941], [3.228, 3.075, -1.257], [2.392, 5.875, -2.423], [3.969, 5.547, -1.727], [2.963, 6.855, -1.041], [3.403, 2.706, -6.460], [2.220, 2.279, -5.623], [2.265, 2.262, -4.416], [0.974, 1.872, -6.372], [4.236, 2.973, -5.815], [3.697, 1.896, -7.131], [3.129, 3.555, -7.088], [1.194, 1.037, -7.040], [0.627, 2.697, -6.997], [0.197, 1.589, -5.666]],
  "lowdin_charge": [-0.094, -0.355, -0.212, -0.558, -0.198, -0.226, -0.154, 0.058, 0.066, 0.059, 0.109, 0.107, 0.064, 0.056, 0.079, 0.081, 0.094, 0.113, -0.034, -0.483, 0.066, -0.023, 0.051, 0.060, 0.083, 0.081, 0.088, 0.051, -0.021, -0.492, 0.074, -0.028, 0.073, 0.084, 0.058, 0.079, 0.080, 0.074, -0.024, -0.505, 0.059, -0.032, 0.086, 0.086, 0.069, 0.078, 0.084, 0.074, -0.025, -0.509, 0.063, -0.027, 0.084, 0.085, 0.084, 0.083, 0.081, 0.078, -0.012, -0.492, 0.056, -0.027, 0.071, 0.073, 0.094, 0.082, 0.081, 0.076, -0.026, -0.496, 0.068, -0.017, 0.080, 0.083, 0.082, 0.085, 0.084, 0.079],
  "e_lumo_ev": 1.992,
  "homo_lumo_gap_ha": 0.2285,
  "e_homo_ev": -4.2,
  "de_lowest_kcal_mol": 0.00,
  "charge": -1
}


{
  "formula": "C22H47Cl2NO2P2Yb",
  "method": "ωB97M-V/def2-TZVPD",
  "symbols": ["Yb", "Cl", "P", "C", "C", "C", "C", "H", "C", "H", "H", "H", "H", "H", "H", "H", "C", "C", "H", "H", "H", "H", "H", "H", "C", "H", "C", "H", "H", "H", "H", "H", "H", "Cl", "H", "P", "C", "C", "C", "C", "H", "C", "H", "H", "H", "H", "H", "H", "H", "C", "C", "H", "H", "H", "H", "H", "H", "C", "H", "C", "H", "H", "H", "H", "H", "H", "O", "C", "C", "C", "C", "O", "N", "H", "H", "H", "H"],
  "positions_angstrom": [[-0.196, 0.023, -0.329], [1.518, 1.417, 0.756], [-1.592, 1.189, 1.883], [-1.543, 3.069, 1.637], [-3.486, 0.670, 1.756], [-1.007, 0.999, 3.653], [-1.163, 3.249, 0.164], [-0.752, 3.452, 2.332], [-2.850, 3.803, 1.928], [-3.532, 3.543, 1.109], [-2.703, 4.899, 1.867], [-3.324, 3.586, 2.900], [-0.103, 3.042, -0.032], [-1.347, 4.285, -0.117], [-1.744, 2.616, -0.527], [-0.011, 1.469, 3.562], [-0.785, -0.434, 4.071], [-1.897, 1.823, 4.556], [-1.781, 2.902, 4.413], [-1.680, 1.641, 5.614], [-2.952, 1.577, 4.402], [-0.641, -1.056, 3.181], [-1.601, -0.850, 4.653], [0.123, -0.538, 4.671], [-3.763, 0.593, 0.255], [-4.161, 1.385, 2.261], [-3.660, -0.726, 2.327], [-3.762, 1.556, -0.265], [-4.755, 0.156, 0.104], [-3.038, -0.086, -0.227], [-2.836, -1.295, 1.864], [-4.611, -1.161, 1.989], [-3.619, -0.834, 3.420], [-0.589, -1.966, 1.185], [0.673, -0.754, 1.473], [2.424, -1.200, -0.576], [3.985, -1.051, 0.481], [2.346, -3.028, -1.277], [2.866, -0.072, -2.033], [3.598, -1.224, 1.930], [4.278, 0.002, 0.307], [5.083, -1.972, -0.016], [4.893, -3.001, 0.298], [6.035, -1.678, 0.446], [5.236, -1.952, -1.105], [3.016, -0.353, 2.237], [4.471, -1.319, 2.569], [2.950, -2.091, 2.062], [3.019, 0.884, -1.488], [1.655, 0.041, -2.954], [4.126, -0.393, -2.842], [5.095, -0.219, -2.352], [4.156, 0.251, -3.739], [4.087, -1.431, -3.202], [0.728, -0.470, -2.624], [1.934, -0.358, -3.933], [1.393, 1.090, -3.109], [1.978, -3.871, -0.076], [3.324, -3.320, -1.679], [1.283, -3.116, -2.365], [2.776, -4.034, 0.654], [1.580, -4.834, -0.394], [1.163, -3.323, 0.421], [0.320, -2.739, -1.983], [1.149, -4.167, -2.639], [1.544, -2.590, -3.291], [-2.140, -1.595, -2.348], [-2.139, -0.452, -2.891], [-2.715, 0.136, -4.182], [-2.190, 1.563, -4.240], [-1.278, 1.677, -3.039], [-0.452, 2.559, -2.744], [-1.477, 0.567, -2.245], [-2.454, -0.432, -5.089], [-3.817, 0.147, -4.145], [-1.657, 1.845, -5.151], [-3.006, 2.284, -4.137]],
  "lowdin_spin": [0.097, 0.101, 0.006, 0.000, 0.001, 0.004, 0.001, 0.000, 0.000, 0.000, 0.000, 0.000, 0.002, 0.000, 0.000, 0.001, 0.008, 0.000, 0.000, 0.000, 0.000, 0.006, 0.000, 0.001, 0.000, 0.000, 0.002, 0.000, 0.000, 0.000, 0.005, 0.000, 0.000, 0.319, 0.370, 0.023, 0.000, 0.002, 0.006, 0.017, 0.000, 0.000, 0.000, 0.000, 0.000, 0.008, 0.001, 0.005, 0.001, 0.002, 0.001, 0.000, 0.001, 0.000, 0.001, 0.000, 0.000, 0.000, 0.000, 0.001, 0.000, 0.000, 0.000, 0.001, 0.000, 0.000, 0.002, 0.000, 0.000, 0.000, 0.000, 0.000, 0.001, 0.000, 0.000, 0.000, 0.000],
  "e_lumo_ev": [2.714, 2.711],
  "spin_multiplicity": 2,
  "s_squared": 0.76,
  "homo_lumo_gap_ha": [0.1787, 0.2121],
  "e_homo_ev": [-2.1, -3.1],
  "charge": -1
}


{
  "formula": "C22H47N3",
  "method": "ωB97M-V/def2-TZVPD",
  "symbols": ["C", "C", "C", "C", "C", "C", "N", "C", "N", "C", "C", "N", "C", "C", "C", "C", "C", "C", "C", "C", "C", "C", "C", "C", "C", "H", "H", "H", "H", "H", "H", "H", "H", "H", "H", "H", "H", "H", "H", "H", "H", "H", "H", "H", "H", "H", "H", "H", "H", "H", "H", "H", "H", "H", "H", "H", "H", "H", "H", "H", "H", "H", "H", "H", "H", "H", "H", "H", "H", "H", "H", "H"],
  "positions_angstrom": [[-5.943, -3.499, -0.262], [-5.077, -2.247, -0.200], [-3.802, -2.405, -1.024], [-2.966, -1.127, -1.099], [-2.415, -0.612, 0.247], [-1.614, -1.667, 1.020], [-0.495, -2.190, 0.255], [0.247, -3.188, 0.997], [-1.568, 0.558, 0.107], [-2.191, 1.740, -0.454], [-1.384, 3.026, -0.133], [0.036, 2.917, -0.389], [0.411, 2.722, -1.773], [1.932, 2.797, -1.943], [2.654, 1.454, -1.807], [2.597, 0.853, -0.403], [3.618, -0.268, -0.181], [3.301, -1.501, -1.028], [4.317, -2.613, -0.780], [4.358, -2.994, 0.697], [4.672, -1.769, 1.548], [3.647, -0.667, 1.296], [-1.613, 3.515, 1.312], [-0.993, 2.589, 2.356], [-1.060, 4.930, 1.468], [-5.399, -4.359, 0.123], [-6.235, -3.712, -1.288], [-6.845, -3.372, 0.332], [-5.645, -1.394, -0.578], [-4.821, -2.040, 0.841], [-3.209, -3.225, -0.614], [-4.080, -2.689, -2.044], [-2.125, -1.286, -1.782], [-3.586, -0.338, -1.531], [-3.261, -0.312, 0.879], [-2.293, -2.466, 1.364], [-1.197, -1.185, 1.910], [-0.845, -2.612, -0.601], [1.024, -3.605, 0.359], [-0.381, -4.013, 1.369], [0.716, -2.708, 1.857], [-0.742, 0.298, -0.422], [-2.319, 1.677, -1.548], [-3.187, 1.838, -0.013], [-1.769, 3.809, -0.803], [0.416, 2.177, 0.188], [0.049, 1.772, -2.204], [-0.054, 3.534, -2.342], [2.321, 3.503, -1.208], [2.150, 3.195, -2.936], [3.703, 1.608, -2.076], [2.230, 0.753, -2.529], [2.794, 1.647, 0.322], [1.602, 0.450, -0.203], [4.612, 0.103, -0.459], [3.311, -1.239, -2.088], [2.299, -1.853, -0.775], [4.062, -3.488, -1.383], [5.307, -2.273, -1.091], [5.112, -3.767, 0.861], [3.390, -3.402, 0.995], [4.673, -2.041, 2.606], [5.669, -1.400, 1.298], [2.655, -1.019, 1.587], [3.887, 0.204, 1.909], [-2.696, 3.543, 1.475], [0.091, 2.678, 2.345], [-1.264, 1.558, 2.154], [-1.344, 2.863, 3.349], [-1.585, 5.625, 0.818], [-0.007, 4.938, 1.201], [-1.168, 5.269, 2.496]],
  "nbo_charge": [-0.599, -0.396, -0.396, -0.422, -0.029, -0.226, -0.634, -0.408, -0.655, -0.240, -0.027, -0.653, -0.213, -0.399, -0.395, -0.394, -0.198, -0.399, -0.396, -0.396, -0.394, -0.397, -0.195, -0.633, -0.610, 0.200, 0.201, 0.209, 0.195, 0.194, 0.189, 0.202, 0.198, 0.208, 0.191, 0.160, 0.204, 0.350, 0.199, 0.165, 0.193, 0.367, 0.168, 0.192, 0.186, 0.366, 0.152, 0.192, 0.208, 0.204, 0.199, 0.194, 0.200, 0.194, 0.188, 0.204, 0.200, 0.203, 0.192, 0.205, 0.190, 0.204, 0.192, 0.194, 0.205, 0.189, 0.199, 0.235, 0.204, 0.199, 0.220, 0.202],
  "e_lumo_ev": 0.853,
  "smiles": "CCCC[C@@H](CNC)NC[C@H](NCCCCC1CCCCC1)C(C)C",
  "homo_lumo_gap_ha": 0.3342,
  "e_homo_ev": -8.2,
  "de_lowest_kcal_mol": 3.99
}


Number 1: largest force on an atom 0.39 eV/A. Number 2: largest force on an atom 3.07 eV/A. Number 3: largest force on an atom 0.60 eV/A.